10
Properties=species:S:1:pos:R:3:forces:R:3:mulliken_charge:R:1 method="wB97M-V/def2-TZVPD" orbital_gap_ha=0.310 total_charge=0 relative_energy_kcal_mol=62.0 max_force_ev_per_a=4.2 total_energy_ev=-14576.2570 homo_ev=-8.8
C -0.152988 -0.347764 -1.528595 2.2 -1.9 2.5 -0.908
N 0.640790 -0.215922 1.894185 -0.5 2.0 -3.7 0.451
O 1.787336 -0.038153 2.296270 -1.8 -0.9 0.3 -0.496
O -0.290149 -0.875865 2.310125 1.2 -0.3 1.2 -0.452
Si -0.301700 0.848739 -0.149695 -0.4 -2.7 1.8 0.660
H -0.482674 -0.258803 -2.503624 -1.1 0.8 -1.8 0.420
H 0.925520 -0.683145 -1.636384 -1.2 0.2 0.3 0.265
H -0.745162 -1.165917 -1.007279 0.8 0.5 -0.9 0.245
H -1.686835 0.665888 0.284858 -0.1 0.5 0.3 -0.070
H 0.305862 2.070943 0.040139 0.9 1.9 -0.1 -0.115

=====

20
Properties=species:S:1:pos:R:3:forces:R:3:mulliken_charge:R:1 method="wB97M-V/def2-TZVPD" orbital_gap_ha=0.357 total_charge=+1 relative_energy_kcal_mol=44.9 max_force_ev_per_a=4.3 total_energy_ev=-82013.6469 homo_ev=-14.0
C -2.159664 -2.140724 -0.654984 1.3 0.9 1.7 -0.197
C -2.434927 -1.596686 0.631060 0.1 0.0 0.6 -0.716
C -1.024004 -1.703825 -1.292981 0.3 -0.4 -1.8 -0.591
C -1.553589 -0.692122 1.172309 -0.8 0.0 0.2 0.092
C -0.133711 -0.897005 -0.624565 0.2 0.9 -1.0 0.755
C 0.552329 0.538629 1.150820 2.1 -2.4 -1.7 -0.864
C 1.818506 0.298453 -0.297063 -1.3 2.0 3.5 0.345
C 2.325940 1.624026 -0.924277 -1.1 -1.1 1.1 -1.099
N -0.427129 -0.399533 0.551339 0.9 1.0 0.7 0.039
O 0.956070 -0.372746 -1.155474 0.8 -0.4 -1.3 -0.294
Br 3.270509 -0.832066 0.321072 -0.6 0.1 0.0 -0.036
H -2.568796 -2.979279 -1.141452 -1.6 -0.6 -0.2 0.451
H -3.202450 -1.822186 1.359700 -0.6 -0.5 -0.8 0.392
H -0.843347 -1.981819 -2.359929 0.2 0.1 1.2 0.400
H -1.628078 -0.096311 2.078255 -0.7 -0.7 0.2 0.428
H 0.962969 -0.044639 2.009546 0.0 1.0 -0.5 0.428
H 0.023182 1.453384 1.439919 0.7 0.1 -0.5 0.408
H 1.370283 1.993996 -1.279166 0.3 0.6 -0.9 0.344
H 3.063422 1.306522 -1.641804 0.0 0.4 -0.8 0.381
H 2.758459 2.400019 -0.264416 -0.2 -1.0 0.1 0.330

=====

11
Properties=species:S:1:pos:R:3:forces:R:3:mulliken_charge:R:1 method="wB97M-V/def2-TZVPD" orbital_gap_ha="0.264 / 0.277" total_charge=0 relative_energy_kcal_mol=129.8 max_force_ev_per_a=6.4 total_energy_ev=-20148.7454 homo_ev="-7.7 / -7.7"
C -0.553236 1.795232 0.065706 0.2 -0.2 0.0 0.070
C 0.421829 -0.059370 -0.503098 -5.6 1.7 -2.6 0.069
C 1.512529 -0.304675 0.302553 5.4 1.6 1.8 -1.005
O -0.694032 -0.797753 -0.110760 1.2 0.2 -0.7 -0.268
O -2.969523 -1.128121 0.672195 -0.6 -0.4 1.0 -0.440
O -1.688471 1.545155 0.031599 0.5 1.6 0.4 -0.223
S -2.239741 -0.534501 -0.410304 0.1 -1.2 -1.6 0.547
H 0.422544 0.417792 -1.585015 0.2 -1.6 2.3 0.323
H 1.422338 -0.575868 1.363658 -0.8 0.3 -0.4 0.316
H 2.158385 0.674567 0.256238 -1.0 -1.6 0.3 0.295
H 2.207377 -1.032462 -0.082775 0.3 -0.6 -0.5 0.317

=====

42
Properties=species:S:1:pos:R:3:forces:R:3:mulliken_charge:R:1 method="wB97M-V/def2-TZVPD" orbital_gap_ha=0.254 total_charge=0 relative_energy_kcal_mol=0.0 max_force_ev_per_a=0.3 total_energy_ev=-70094.1615 homo_ev=-8.6
Ir -0.052415 -0.948863 -0.589692 0.0 -0.2 0.1 1.547
Cl 5.664838 3.441946 -0.101499 0.0 0.0 0.0 -0.228
C 4.519349 2.156744 -0.316257 0.0 0.0 0.0 0.136
C 4.977842 0.840364 -0.478413 0.0 0.0 0.0 -0.591
C 4.085040 -0.181131 -0.638849 0.0 0.0 0.0 -0.434
C 2.687156 0.036017 -0.640242 0.1 0.0 0.0 0.515
O 1.932289 -1.022300 -0.780594 -0.1 0.1 0.0 -0.894
C 2.231136 1.377139 -0.496001 0.0 0.0 0.0 0.535
C 0.868388 1.806752 -0.518228 0.0 -0.1 0.0 0.478
N -0.166799 1.039896 -0.638395 0.1 0.0 0.0 -0.198
C -1.506873 1.513937 -0.600467 0.0 0.1 0.0 0.686
C -1.909322 2.823315 -0.636202 0.0 0.0 0.0 -0.718
C -3.277580 3.150541 -0.558726 0.0 0.0 0.0 -0.926
C -4.232638 2.179216 -0.447497 0.0 0.0 0.0 -0.830
C -3.853621 0.818789 -0.426178 0.0 0.0 0.0 0.808
C -4.768826 -0.256406 -0.311981 0.0 0.0 0.0 -0.548
C -4.312779 -1.541100 -0.297459 0.0 0.0 0.0 -0.837
C -2.930663 -1.786507 -0.409374 0.0 0.0 0.0 0.060
N -2.070391 -0.804449 -0.532937 0.0 0.1 0.0 -0.154
C -2.492424 0.497048 -0.519483 -0.1 0.0 0.0 0.364
C 3.182597 2.415080 -0.330179 0.0 0.0 0.0 -1.215
H 6.041354 0.642948 -0.468716 0.0 0.0 0.0 0.409
H 4.427625 -1.200668 -0.751400 0.0 0.0 0.0 0.410
H 0.710217 2.877680 -0.426450 0.0 0.0 0.0 0.189
H -1.189106 3.624864 -0.723516 0.0 0.0 0.0 0.347
H -3.564263 4.192859 -0.584961 0.0 0.0 0.0 0.390
H -5.281401 2.436975 -0.378974 0.0 0.0 0.0 0.413
H -5.826764 -0.041578 -0.227876 0.0 0.0 0.0 0.427
H -4.984371 -2.380765 -0.196357 0.0 0.0 0.0 0.407
H -2.506505 -2.783449 -0.395144 0.0 0.0 0.0 0.539
H 2.833617 3.433019 -0.210998 0.0 0.0 0.0 0.408
O 1.921356 -0.665821 2.490323 0.1 0.0 0.0 -0.468
P 0.646763 -1.628284 2.350883 0.0 0.2 -0.1 0.607
O 0.028991 -1.960964 3.629970 0.0 0.0 0.0 -0.724
O -0.292719 -0.861890 1.355777 0.0 -0.1 -0.1 -0.561
O 1.277394 -2.825858 1.519696 -0.1 -0.2 0.0 -0.072
P 0.655282 -3.875863 0.428823 0.1 0.0 0.0 0.866
O 2.008450 -4.316687 -0.288768 0.0 0.0 0.0 -0.543
O -0.055203 -5.002145 1.018197 0.0 0.0 0.0 -0.661
O -0.121994 -2.984653 -0.564169 0.0 0.1 0.0 -0.607
H 2.260425 -0.681887 3.392657 0.0 0.0 0.0 0.314
H 2.436530 -3.553846 -0.700324 0.0 0.0 0.0 0.357

=====

15
Properties=species:S:1:pos:R:3:forces:R:3:lowdin_spin:R:1 method="wB97M-V/def2-TZVPD" orbital_gap_ha="0.128 / 0.312" total_charge=-1 relative_energy_kcal_mol=26.5 s2=0.753 multiplicity=2 max_force_ev_per_a=2.3 total_energy_ev=-7724.8588 homo_ev="1.0 / -4.2"
C 1.867769 -1.385433 -0.243164 0.1 1.4 0.2 0.040
C 1.875242 0.938655 -0.024799 -0.3 2.2 0.1 0.240
N 2.274493 -0.183581 0.470898 0.4 -1.8 0.1 0.266
H 2.540045 -2.198898 0.010085 0.0 -0.3 -0.1 0.000
H 1.845844 -1.186051 -1.324903 0.1 -0.4 -0.1 0.009
H 0.836888 -1.638539 0.030642 -0.3 -0.4 0.1 0.021
H 2.159797 1.853523 0.502755 0.0 -0.1 0.1 0.073
H 1.350259 1.188175 -0.955166 0.0 -0.8 -0.2 0.057
N -1.955918 1.224208 0.568822 -0.5 1.0 -0.2 0.075
C -1.791566 -0.064379 0.205236 -0.4 -0.7 1.0 0.075
N -2.214290 -0.573431 -0.880240 -0.1 0.9 -0.5 0.013
H -1.351928 1.652085 1.266240 0.2 -0.5 -0.2 0.086
H -2.236326 1.865822 -0.156162 0.1 -0.1 -0.1 0.024
H -1.433759 -0.645932 1.062230 0.5 -0.1 -0.4 0.012
H -2.023711 -1.554493 -0.942430 0.1 -0.6 0.3 0.009

=====

10
Properties=species:S:1:pos:R:3:forces:R:3:mulliken_charge:R:1 method="wB97M-V/def2-TZVPD" orbital_gap_ha=0.421 total_charge=0 relative_energy_kcal_mol=0.0 smiles=ClC(Cl)(Cl)Cl.ClC(Cl)(Cl)Cl max_force_ev_per_a=0.4 total_energy_ev=-102252.6321 homo_ev=-11.2
Cl 1.537114 2.646657 -3.283701 0.1 -0.1 0.0 -0.099
C 0.314575 1.678820 -2.445345 0.1 0.2 0.1 0.385
Cl -0.480971 2.706418 -1.243769 -0.1 0.0 -0.1 -0.106
Cl -0.838315 1.072619 -3.625258 -0.2 0.0 0.0 -0.093
Cl 1.059388 0.318933 -1.607755 0.2 0.0 -0.2 -0.090
Cl -1.451454 -1.094070 3.659602 -0.1 0.0 0.1 -0.098
C -0.323480 -1.688916 2.451680 0.2 0.2 -0.3 0.351
Cl 1.105297 -2.359736 3.237380 0.0 0.0 0.1 -0.098
Cl -1.093126 -2.934313 1.465269 0.0 0.0 0.0 -0.102
Cl 0.170972 -0.346411 1.391896 -0.1 -0.2 0.3 -0.051